No. 1
Formula: CoH12O6
Source: the OMol25 dataset
Level of theory: ωB97M-V/def2-TZVPD

Geometry (Å):
Co: 0.071 -0.090 0.115
O: -0.561 -1.836 -0.811
H: -0.932 -1.781 -1.718
H: -0.036 -2.655 -0.759
O: 0.555 1.836 0.807
H: -0.304 2.195 1.040
H: 0.779 2.434 0.049
O: 0.871 -1.178 1.855
H: 0.902 -0.688 2.641
H: 1.713 -1.680 1.870
O: -1.732 0.245 1.226
H: -1.788 0.645 2.094
H: -2.543 0.506 0.804
O: -1.021 0.855 -1.518
H: -1.297 0.518 -2.328
H: -1.161 1.806 -1.658
O: 1.906 -0.337 -0.939
H: 1.744 -0.199 -1.900
H: 2.833 -0.601 -0.869

Results
* energy: -1840.8489 Eh
* spin multiplicity: 4
* total charge: +2
* energy relative to the best compared isomer or geometry (same formula, charge and spin): 63.7 kJ/mol
* HOMO level (alpha / beta): -19.94 / -19.48 eV
* LUMO energy (alpha / beta): -7.39 / -8.15 eV
* HOMO-LUMO gap (alpha / beta): 12.552 / 11.325 eV
* molecular weight: 167.02 g mol⁻¹


No. 2
Formula: CrI
Source: the OMol25 dataset
Level of theory: ωB97M-V/def2-TZVPD

Geometry (Å):
Cr: 0.858 1.038 -0.027
I: -0.858 -1.038 0.027

Results
* energy: -1341.8170 Eh
* spin multiplicity: 5
* total charge: +1
* energy relative to the best compared isomer or geometry (same formula, charge and spin): 16.5 kJ/mol
* HOMO level (alpha / beta): -14.18 / -14.43 eV
* LUMO energy (alpha / beta): -8.42 / -6.90 eV
* HOMO-LUMO gap (alpha / beta): 5.760 / 7.536 eV
* molecular weight: 178.90 g mol⁻¹


No. 3
Formula: CsF6N3NaO12S6
Source: the OMol25 dataset
Level of theory: ωB97M-V/def2-TZVPD

Geometry (Å):
Na: 8.045 18.527 -5.116
Cs: 12.626 19.152 -1.482
N: 8.787 20.657 -4.910
S: 9.369 21.276 -3.407
O: 8.848 22.490 -2.805
O: 10.693 20.886 -2.983
F: 8.448 20.249 -2.494
S: 9.024 21.910 -5.588
O: 10.419 22.316 -5.764
O: 7.976 22.888 -5.546
F: 8.762 21.319 -7.097
N: 4.360 20.493 -0.646
S: 4.978 21.596 -1.776
O: 5.426 21.058 -3.028
O: 5.509 22.817 -1.147
F: 3.469 22.124 -2.113
S: 5.760 19.842 -0.535
O: 6.748 20.609 0.298
O: 6.145 18.936 -1.603
F: 5.212 18.702 0.505
N: 11.172 22.992 2.140
S: 10.640 21.982 0.893
O: 11.640 21.105 0.370
O: 9.545 22.416 0.081
F: 9.893 21.024 1.966
S: 11.537 24.074 1.163
O: 10.512 24.891 0.516
O: 12.705 23.842 0.311
F: 12.198 25.036 2.292

Results
* energy: -4237.8399 Eh
* total charge: -1
* energy relative to the best compared isomer or geometry (same formula, charge and spin): 0.0 kJ/mol
* HOMO level: -6.45 eV
* LUMO energy: -0.24 eV
* HOMO-LUMO gap: 6.213 eV
* molecular weight: 696.29 g mol⁻¹


No. 4
Formula: Cu2I
Source: the OMol25 dataset
Level of theory: ωB97M-V/def2-TZVPD

Geometry (Å):
Cu: -4.560 4.518 -1.377
Cu: -7.220 2.030 -1.127
I: -5.761 3.284 1.076

Results
* energy: -3578.3376 Eh
* total charge: +1
* energy relative to the best compared isomer or geometry (same formula, charge and spin): 57.9 kJ/mol
* HOMO level: -13.51 eV
* LUMO energy: -6.18 eV
* HOMO-LUMO gap: 7.332 eV
* molecular weight: 254.00 g mol⁻¹